# 1
# C6H4O

A single C6H4O molecule at a distorted geometry (ωB97M-V/def2-TZVPD, OMol25).

Summary:
HOMO-LUMO gap = 0.3701 hartree
Total charge = 0

Element x y z (Å)
C (1.636, -1.456, 1.096)
C (0.594, -1.082, 0.103)
C (-0.357, -0.614, -0.434)
C (-1.570, 0.105, -0.850)
O (-2.609, -0.427, -1.089)
C (-1.351, 1.532, -1.126)
C (-1.101, 2.713, -1.052)
H (2.683, -1.653, 0.798)
H (1.309, -2.279, 1.759)
H (1.622, -0.574, 1.724)
H (-0.855, 3.735, -0.930)



# 2
# C22H17BrN3O3Se2V

C22H17BrN3O3Se2V as an isolated structure at a distorted geometry (ωB97M-V/def2-TZVPD, OMol25).

Summary:
HOMO-LUMO gap (spin up / spin down) = 0.2285 / 0.2372 hartree
2S+1 = 4
Total charge = +1
⟨S²⟩ = 3.79

Element x y z (Å)
V (-0.468, -0.030, 0.727)
Se (-1.011, 0.102, 4.500)
Se (-1.012, -1.775, 2.234)
C (0.865, -1.883, 2.010)
C (1.575, -2.911, 2.614)
C (2.935, -2.818, 2.443)
C (3.508, -1.716, 1.832)
C (2.694, -0.710, 1.372)
N (1.328, -0.811, 1.341)
C (-1.214, 1.608, 3.427)
C (-1.385, 2.852, 4.059)
C (-1.856, 3.940, 3.351)
C (-2.192, 3.743, 2.033)
C (-1.864, 2.588, 1.387)
N (-1.274, 1.539, 2.028)
H (1.065, -3.783, 2.971)
H (3.567, -3.614, 2.845)
H (4.603, -1.591, 1.627)
H (3.152, 0.157, 0.894)
H (-1.176, 2.945, 5.148)
H (-1.964, 4.938, 3.784)
H (-2.608, 4.510, 1.378)
H (-2.107, 2.453, 0.335)
Br (4.477, 1.936, -0.495)
C (2.668, 2.007, -1.044)
C (2.338, 1.985, -2.454)
C (1.022, 1.796, -2.774)
C (0.119, 1.545, -1.743)
N (0.419, 1.542, -0.463)
C (1.644, 1.998, -0.103)
H (3.100, 2.246, -3.162)
H (0.722, 1.788, -3.834)
H (-0.920, 1.401, -2.128)
H (1.719, 2.405, 0.929)
O (0.035, -1.293, -0.855)
C (-0.743, -1.897, -1.842)
C (-0.270, -3.040, -2.465)
C (-0.953, -3.705, -3.482)
C (-2.106, -3.018, -3.941)
C (-2.536, -1.857, -3.325)
C (-1.980, -1.322, -2.160)
C (-2.780, -0.277, -1.329)
O (-3.722, 0.186, -2.041)
O (-2.399, 0.178, -0.159)
H (1.010, -1.519, -0.960)
H (0.626, -3.439, -2.056)
H (-0.619, -4.693, -3.879)
H (-2.568, -3.359, -4.870)
H (-3.462, -1.330, -3.705)



The following electronic energy values (in eV) correspond, in order, to the records above: -8329.73821 -260119.26097.
The following ΔE to the lowest compared entry with this formula, charge and spin values (in eV) correspond, in order, to the records above: 2.702 0.000.